Density functional theory data (wB97M-V/def2-TZVPD) for 15 unconnected molecules or ions with the total composition C74H193N15O22.

Last column: Löwdin charge in e.
Positions of all 304 atoms, in Å:
1 C 1.564 -4.685 -1.826  -0.08
2 O 2.169 -5.067 -0.589  -0.17
3 C 3.153 -4.193 -0.190  -0.25
4 C 4.017 -4.715 0.986  -0.16
5 N 3.357 -4.693 2.313  -0.06
6 C 2.402 -5.748 2.548  -0.18
7 C 1.946 -5.779 4.037  -0.17
8 O 2.998 -6.076 4.983  -0.20
9 C 2.662 -5.825 6.311  -0.13
10 H 1.212 -3.653 -1.809  0.07
11 H 0.718 -5.312 -2.106  0.09
12 H 2.207 -4.789 -2.700  0.09
13 H 2.742 -3.256 0.186  0.11
14 H 3.818 -3.912 -1.007  0.12
15 H 5.008 -4.264 1.019  0.09
16 H 4.325 -5.717 0.688  0.12
17 H 4.036 -4.862 3.041  0.10
18 H 2.791 -6.747 2.350  0.12
19 H 1.557 -5.507 1.903  0.10
20 H 1.184 -6.554 4.109  0.12
21 H 1.506 -4.831 4.349  0.10
22 H 2.702 -4.749 6.482  0.06
23 H 3.224 -6.388 7.056  0.09
24 H 1.633 -6.127 6.507  0.09
25 C 7.434 1.052 -4.892  -0.14
26 O 6.826 2.143 -4.301  -0.20
27 C 7.121 2.297 -2.899  -0.18
28 C 6.150 3.347 -2.262  -0.18
29 N 4.772 2.837 -2.377  -0.06
30 C 3.802 3.640 -1.565  -0.16
31 C 2.334 3.127 -1.893  -0.21
32 O 2.029 3.312 -3.257  -0.21
33 C 0.732 2.987 -3.852  -0.04
34 H 7.081 0.170 -4.356  0.08
35 H 8.510 1.137 -4.743  0.09
36 H 7.191 0.849 -5.934  0.08
37 H 8.104 2.767 -2.922  0.11
38 H 7.174 1.360 -2.343  0.11
39 H 6.297 4.314 -2.743  0.11
40 H 6.297 3.452 -1.187  0.11
41 H 4.495 2.851 -3.348  0.09
42 H 3.839 4.713 -1.756  0.11
43 H 4.046 3.528 -0.508  0.09
44 H 1.679 3.723 -1.257  0.11
45 H 2.103 2.099 -1.613  0.09
46 H 0.699 1.902 -3.954  0.05
47 H 0.852 3.422 -4.844  0.08
48 H -0.158 3.471 -3.450  0.08
49 C 3.869 -0.138 -4.672  -0.09
50 O 3.345 -1.137 -5.507  -0.19
51 C 3.044 -0.640 -6.776  -0.24
52 C 4.282 -0.513 -7.666  -0.18
53 N 4.746 -1.892 -7.927  -0.03
54 C 5.883 -1.776 -8.816  -0.26
55 C 6.264 -3.099 -9.370  -0.23
56 O 6.842 -3.916 -8.345  -0.19
57 C 7.030 -5.281 -8.611  -0.11
58 H 4.712 0.307 -5.201  0.06
59 H 4.164 -0.700 -3.785  0.09
60 H 3.104 0.617 -4.488  0.08
61 H 2.484 0.292 -6.709  0.10
62 H 2.319 -1.363 -7.149  0.12
63 H 5.069 -0.023 -7.092  0.09
64 H 4.130 0.088 -8.562  0.12
65 H 5.048 -2.353 -7.081  0.11
66 H 6.769 -1.370 -8.328  0.12
67 H 5.745 -1.004 -9.572  0.12
68 H 7.082 -2.887 -10.058  0.12
69 H 5.416 -3.476 -9.942  0.13
70 H 7.673 -5.704 -7.840  0.09
71 H 7.424 -5.434 -9.616  0.09
72 H 6.074 -5.793 -8.501  0.08
73 C -0.584 -2.833 -5.610  -0.12
74 O -1.772 -2.861 -4.879  -0.20
75 C -2.273 -4.144 -4.616  -0.24
76 C -3.674 -4.195 -5.083  -0.24
77 N -3.792 -4.505 -6.505  -0.03
78 C -5.240 -4.483 -6.874  -0.21
79 C -5.411 -4.877 -8.337  -0.18
80 O -4.864 -3.907 -9.292  -0.24
81 C -5.213 -4.362 -10.576  -0.11
82 H -0.725 -2.982 -6.681  0.09
83 H 0.156 -3.476 -5.135  0.09
84 H -0.127 -1.846 -5.540  0.07
85 H -2.201 -4.392 -3.557  0.12
86 H -1.735 -4.921 -5.159  0.12
87 H -4.156 -3.260 -4.799  0.11
88 H -4.161 -4.971 -4.492  0.12
89 H -3.436 -3.729 -7.046  0.05
90 H -5.808 -3.572 -6.690  0.11
91 H -5.772 -5.207 -6.257  0.12
92 H -6.484 -4.953 -8.509  0.12
93 H -5.018 -5.891 -8.412  0.12
94 H -5.060 -3.658 -11.393  0.09
95 H -6.282 -4.554 -10.676  0.09
96 H -4.611 -5.265 -10.683  0.10
97 C 6.035 -1.849 -0.291  -0.08
98 O 4.846 -1.373 0.392  -0.25
99 C 4.633 0.063 0.156  -0.16
100 C 3.308 0.495 0.790  -0.18
101 N 3.396 0.642 2.234  -0.06
102 C 4.295 1.723 2.611  -0.15
103 C 4.332 1.984 4.174  -0.20
104 O 5.126 3.095 4.482  -0.19
105 C 5.237 3.283 5.887  -0.12
106 H 6.944 -1.359 0.060  0.08
107 H 6.014 -1.689 -1.369  0.09
108 H 6.193 -2.886 0.003  0.08
109 H 4.512 0.059 -0.927  0.10
110 H 5.501 0.685 0.372  0.12
111 H 2.552 -0.220 0.464  0.10
112 H 3.023 1.419 0.287  0.10
113 H 3.801 -0.219 2.573  0.04
114 H 4.003 2.619 2.064  0.12
115 H 5.293 1.360 2.367  0.10
116 H 4.635 1.045 4.637  0.11
117 H 3.333 2.216 4.541  0.09
118 H 5.872 4.152 6.062  0.09
119 H 5.807 2.454 6.308  0.09
120 H 4.333 3.513 6.450  0.09
121 C -1.397 5.859 0.233  -0.13
122 O -2.693 6.214 -0.024  -0.17
123 C -3.591 6.226 1.045  -0.23
124 C -5.002 6.496 0.552  -0.19
125 N -6.048 6.448 1.586  -0.05
126 C -6.034 5.186 2.360  -0.20
127 C -7.200 5.161 3.365  -0.18
128 O -8.480 5.531 2.825  -0.20
129 C -9.596 4.884 3.336  -0.12
130 H -1.239 4.808 -0.007  0.07
131 H -0.996 6.019 1.234  0.08
132 H -0.791 6.382 -0.507  0.10
133 H -3.367 7.067 1.700  0.12
134 H -3.516 5.345 1.684  0.09
135 H -5.291 5.785 -0.223  0.10
136 H -5.089 7.463 0.058  0.12
137 H -7.003 6.696 1.370  0.10
138 H -5.140 5.141 2.983  0.09
139 H -6.003 4.314 1.706  0.10
140 H -6.949 5.819 4.197  0.12
141 H -7.253 4.129 3.711  0.11
142 H -10.541 5.209 2.900  0.09
143 H -9.673 5.144 4.391  0.09
144 H -9.483 3.802 3.266  0.07
145 C -1.002 -4.227 1.881  -0.08
146 O -2.029 -3.366 1.463  -0.25
147 C -3.296 -3.916 1.400  -0.21
148 C -4.319 -2.945 0.734  -0.18
149 N -4.325 -1.615 1.299  -0.05
150 C -5.307 -0.622 0.828  -0.16
151 C -6.718 -0.997 1.291  -0.19
152 O -7.612 0.126 1.373  -0.18
153 C -7.349 0.992 2.464  -0.10
154 H -1.234 -4.481 2.915  0.09
155 H -0.010 -3.776 1.907  0.08
156 H -0.920 -5.177 1.352  0.09
157 H -3.592 -4.125 2.429  0.12
158 H -3.284 -4.790 0.749  0.12
159 H -5.270 -3.424 0.964  0.12
160 H -4.060 -2.973 -0.324  0.11
161 H -3.368 -1.323 1.441  0.04
162 H -5.143 -0.358 -0.217  0.10
163 H -5.053 0.315 1.323  0.10
164 H -6.667 -1.512 2.250  0.11
165 H -7.207 -1.716 0.634  0.12
166 H -6.430 1.578 2.494  0.07
167 H -7.420 0.342 3.336  0.06
168 H -8.185 1.690 2.524  0.08
169 C -0.385 1.176 1.072  -0.04
170 C -1.116 -0.017 0.488  -0.39
171 C -0.233 -0.884 -0.456  -0.17
172 O 0.021 -0.092 -1.599  -0.22
173 C 1.001 -0.726 -2.446  -0.07
174 N -1.593 -0.750 1.616  0.04
175 H 0.089 1.777 0.296  0.07
176 H 0.482 0.951 1.694  0.05
177 H -1.095 1.846 1.556  0.07
178 H -2.062 0.225 0.004  0.12
179 H -0.711 -1.820 -0.746  0.12
180 H 0.700 -1.238 -0.017  0.10
181 H 1.400 0.029 -3.123  0.06
182 H 0.541 -1.499 -3.062  0.08
183 H 1.864 -1.118 -1.907  0.08
184 H -0.783 -0.832 2.214  0.04
185 H -1.837 -1.714 1.437  0.02
186 C -2.859 -0.974 -10.038  -0.06
187 C -2.422 -1.404 -8.656  -0.39
188 C -1.983 -0.237 -7.740  -0.17
189 O -1.255 0.773 -8.416  -0.19
190 C -0.369 1.528 -7.671  -0.12
191 N -3.596 -2.049 -8.064  0.04
192 H -1.994 -0.754 -10.663  0.08
193 H -3.370 -0.012 -10.031  0.09
194 H -3.482 -1.734 -10.509  0.07
195 H -1.590 -2.098 -8.780  0.13
196 H -1.401 -0.526 -6.865  0.09
197 H -2.865 0.275 -7.355  0.13
198 H 0.205 2.219 -8.288  0.09
199 H 0.369 0.931 -7.136  0.06
200 H -0.956 2.119 -6.968  0.09
201 H -4.288 -1.330 -7.911  0.09
202 H -4.073 -2.592 -8.770  0.02
203 C -7.523 -1.061 6.070  -0.07
204 C -6.069 -1.113 6.460  -0.46
205 C -5.158 -1.046 5.259  -0.20
206 O -3.769 -1.343 5.576  -0.20
207 C -2.960 -1.434 4.384  -0.09
208 N -5.796 -0.003 7.347  0.04
209 H -7.652 -0.146 5.492  0.06
210 H -8.186 -0.922 6.924  0.08
211 H -7.865 -1.914 5.485  0.08
212 H -5.793 -2.011 7.013  0.13
213 H -5.295 -0.109 4.719  0.12
214 H -5.437 -1.773 4.496  0.11
215 H -2.956 -0.438 3.942  0.06
216 H -3.427 -2.156 3.714  0.06
217 H -1.943 -1.768 4.587  0.07
218 H -6.074 -0.227 8.292  0.07
219 H -4.829 0.288 7.361  0.06
220 C 0.631 0.564 4.842  -0.04
221 C 1.379 -0.733 4.653  -0.45
222 C 1.054 -1.779 5.708  -0.17
223 O 1.635 -1.404 6.983  -0.19
224 C 1.308 -2.245 8.130  -0.07
225 N 1.202 -1.219 3.314  0.07
226 H -0.376 0.400 4.460  0.06
227 H 1.122 1.387 4.322  0.05
228 H 0.441 0.788 5.892  0.09
229 H 2.441 -0.517 4.761  0.12
230 H 1.395 -2.782 5.452  0.10
231 H -0.030 -1.887 5.718  0.11
232 H 1.601 -3.272 7.914  0.06
233 H 0.269 -2.136 8.442  0.09
234 H 1.957 -2.013 8.975  0.08
235 H 1.873 -1.955 3.143  0.05
236 H 1.599 -0.519 2.704  0.03
237 C 6.695 -1.285 3.311  -0.03
238 C 5.686 -2.434 3.567  -0.35
239 C 5.487 -2.937 5.028  -0.14
240 O 6.722 -3.545 5.497  -0.21
241 C 6.631 -4.027 6.837  -0.10
242 N 4.361 -2.009 3.008  0.05
243 H 7.690 -1.531 3.681  0.08
244 H 6.360 -0.425 3.891  0.07
245 H 6.822 -0.963 2.277  0.06
246 H 6.059 -3.211 2.898  0.12
247 H 4.716 -3.690 5.192  0.10
248 H 5.263 -2.129 5.724  0.12
249 H 5.836 -4.769 6.912  0.07
250 H 6.339 -3.160 7.429  0.08
251 H 7.534 -4.493 7.232  0.09
252 H 3.810 -2.846 2.880  0.02
253 H 4.602 -1.792 2.052  0.02
254 C -3.298 2.779 3.448  -0.02
255 C -2.714 3.224 4.861  -0.37
256 C -2.963 4.704 5.337  -0.19
257 O -2.308 5.472 4.358  -0.20
258 C -2.425 6.837 4.617  -0.13
259 N -3.222 2.291 5.880  0.05
260 H -2.924 3.383 2.622  0.05
261 H -4.388 2.801 3.433  0.06
262 H -2.943 1.758 3.304  0.05
263 H -1.626 3.199 4.805  0.11
264 H -2.498 4.802 6.318  0.12
265 H -4.029 4.891 5.469  0.12
266 H -1.840 7.055 5.511  0.08
267 H -3.420 7.253 4.777  0.09
268 H -1.982 7.437 3.822  0.08
269 H -2.895 2.434 6.825  0.07
270 H -2.907 1.356 5.661  0.05
271 C 1.914 7.343 5.181  -0.09
272 C 2.401 5.989 5.387  -0.45
273 C 1.556 4.857 4.613  -0.16
274 O 1.687 4.988 3.199  -0.18
275 C 0.834 4.103 2.509  -0.10
276 N 3.727 5.994 4.868  0.05
277 H 1.741 7.569 4.129  0.09
278 H 2.607 8.100 5.548  0.09
279 H 0.979 7.420 5.737  0.08
280 H 2.377 5.756 6.452  0.14
281 H 0.542 5.093 4.934  0.10
282 H 1.776 3.828 4.895  0.10
283 H 1.251 3.106 2.370  0.07
284 H 0.714 4.628 1.561  0.08
285 H -0.139 3.984 2.986  0.08
286 H 4.110 5.060 4.899  0.03
287 H 3.725 6.346 3.921  0.08
288 C -3.456 -0.510 -2.742  -0.04
289 C -2.838 0.824 -3.298  -0.37
290 C -2.653 1.980 -2.296  -0.23
291 O -3.816 2.061 -1.572  -0.15
292 C -3.767 3.148 -0.682  -0.09
293 N -1.585 0.453 -3.903  0.06
294 H -4.521 -0.323 -2.604  0.07
295 H -2.950 -0.933 -1.875  0.07
296 H -3.497 -1.302 -3.489  0.05
297 H -3.536 1.100 -4.089  0.13
298 H -2.363 2.884 -2.831  0.12
299 H -1.781 1.732 -1.691  0.11
300 H -3.671 4.079 -1.241  0.09
301 H -2.894 3.153 -0.030  0.07
302 H -4.666 3.248 -0.073  0.08
303 H -1.702 -0.461 -4.317  0.04
304 H -0.922 0.272 -3.162  0.02

Force components x, y, z for each atom (eV/Å):
C -0.132 0.036 -0.200
O -1.051 -0.997 -0.901
C 1.369 1.382 1.480
C -0.376 -1.174 -0.454
N 0.744 0.004 -0.254
C -0.516 0.169 1.127
C 0.159 0.128 0.039
O 0.652 -0.592 -1.578
C -1.234 0.373 0.193
H -0.017 0.176 0.212
H -0.090 -0.223 0.779
H 0.718 0.090 0.184
H -0.442 0.406 -0.133
H 0.203 -0.157 -0.292
H -0.420 0.844 0.209
H -0.305 -0.703 0.140
H 0.704 0.311 -0.036
H 0.085 -0.188 -0.448
H -0.320 -0.617 0.183
H -0.192 -0.101 0.129
H -0.163 0.263 -0.241
H 0.199 0.164 0.403
H 0.640 0.091 -0.515
H -0.379 -0.024 -0.025
C 0.470 -1.104 0.999
O -1.597 1.014 0.387
C 0.226 1.775 -0.591
C -0.612 -1.792 -0.631
N -0.157 0.883 0.856
C -0.811 -1.713 -1.721
C 0.025 0.643 0.600
O 0.033 0.736 -0.444
C 1.951 0.144 -0.124
H 0.233 -0.552 0.084
H 0.336 -0.259 -0.342
H -0.139 0.843 -0.064
H 0.452 -0.167 0.573
H -0.352 -0.210 -0.140
H 0.052 0.180 -0.080
H 0.635 -0.015 -0.013
H -0.198 0.057 -0.117
H -0.006 0.209 -0.328
H -0.196 -0.304 0.107
H -0.346 0.323 0.077
H 0.581 -0.413 0.129
H -0.706 0.115 0.186
H -0.104 -0.207 -0.139
H 0.173 -0.273 0.735
C 0.144 -0.591 -0.293
O -0.100 -0.435 0.170
C -0.739 0.130 -0.699
C -0.336 -1.389 1.631
N -0.186 1.322 -1.438
C 0.607 -0.054 0.820
C 1.334 -0.020 -0.761
O -0.618 0.807 0.395
C -0.706 0.083 -0.008
H 0.252 0.360 0.624
H 0.179 0.635 0.275
H 0.069 0.238 0.345
H 0.118 0.456 0.169
H 0.245 -0.067 -0.632
H 0.083 0.591 0.054
H -0.233 -0.448 -0.152
H -0.175 0.135 0.240
H 0.390 0.024 0.613
H -0.624 -0.473 -0.472
H 0.064 -0.210 -0.589
H -0.066 -0.795 0.343
H 0.268 0.229 -0.186
H 0.192 -0.193 -0.032
H -0.177 -0.259 -0.308
C 0.799 0.615 0.270
O 0.267 0.738 0.075
C 0.320 -0.415 -0.263
C -0.778 -0.461 0.116
N -1.833 -0.038 0.345
C 0.940 -0.368 -0.515
C -0.400 0.545 0.720
O -1.406 -1.428 0.699
C 0.059 -0.488 -0.395
H -0.044 -0.621 -0.050
H 0.131 -0.502 -0.436
H -0.244 0.325 0.203
H 0.043 0.250 0.278
H 0.354 -0.005 -0.098
H -0.187 0.323 -0.038
H -0.324 -0.283 -0.180
H 0.554 0.519 0.050
H 0.459 0.713 0.121
H 0.062 -0.427 -0.144
H -0.177 0.074 -0.266
H 0.553 0.102 -0.715
H 0.791 0.336 0.421
H -0.179 -0.449 0.358
H -0.324 -0.236 -0.884
C -0.268 0.351 0.976
O 1.358 0.707 -0.652
C -0.756 -1.497 -1.559
C 1.205 0.072 -0.345
N -0.985 0.526 -0.038
C 0.309 -0.172 1.390
C -1.324 -0.184 -1.647
O 0.283 0.129 0.358
C 1.422 0.308 -0.091
H -0.016 0.477 0.196
H -0.413 -0.226 -0.111
H -0.371 -0.080 -0.411
H -0.051 0.726 -0.283
H 0.085 -0.194 0.439
H -0.097 -0.266 0.380
H -0.015 0.311 0.273
H -0.210 -0.318 0.595
H 0.285 0.169 0.091
H 0.529 0.831 -0.214
H 0.392 -0.024 0.351
H -0.427 -0.313 -0.101
H 0.046 0.135 -0.339
H -0.393 -0.319 0.300
H -0.527 -0.517 -0.317
C 1.397 -0.658 -0.653
O -1.601 0.525 -0.526
C -0.386 0.871 0.912
C -1.815 -0.282 -0.719
N 1.357 -0.770 1.745
C -0.908 1.509 -0.168
C -0.356 -0.548 -0.394
O 1.234 0.690 -1.405
C 0.135 -0.263 1.346
H -0.007 -0.487 0.201
H -0.364 0.390 0.220
H 0.264 0.240 0.211
H 0.306 0.186 0.343
H -0.012 -0.387 -0.245
H 0.409 -0.448 -0.369
H 0.414 0.160 0.120
H 0.305 0.036 -0.667
H 0.123 0.000 0.028
H -0.287 -0.354 -0.184
H -0.123 0.086 0.127
H -0.081 -0.133 0.385
H 0.400 0.100 -0.549
H -0.194 -0.199 0.414
H -0.200 -0.217 -0.126
C -0.183 -0.535 1.281
O 1.378 0.257 -1.208
C -1.200 0.576 -0.107
C 0.616 -0.284 0.775
N -0.299 -0.685 0.384
C 1.159 -0.239 0.797
C -0.413 0.405 -0.519
O 0.838 0.055 -0.608
C -1.043 -0.794 0.415
H 0.167 -0.296 0.380
H -0.285 0.600 -0.378
H -0.304 0.047 -0.545
H -0.365 -0.483 0.092
H -0.098 -0.471 0.284
H -0.260 -0.118 -0.602
H -0.413 0.046 -0.523
H -0.634 1.005 -0.022
H -0.699 -0.365 -0.457
H 0.105 0.028 0.318
H 0.270 0.175 0.403
H -0.018 0.176 -0.293
H 0.324 -0.245 -0.442
H 0.321 0.317 0.544
H 0.000 0.039 -0.159
C 0.240 1.109 -1.378
C 0.187 -0.969 -0.137
C -0.815 0.771 0.104
O 1.718 -0.691 -0.314
C -0.353 0.825 -0.165
N 0.766 -0.160 1.468
H -0.168 0.134 -0.451
H -0.397 -0.483 0.459
H 0.100 -0.162 0.397
H 0.404 0.705 -0.911
H -0.648 -0.110 -0.073
H 0.335 0.395 0.531
H -0.159 0.075 -0.004
H -0.048 -0.288 0.090
H -0.105 -0.156 0.371
H 0.074 -0.264 0.814
H 0.394 0.036 -0.440
C 1.031 1.186 -0.789
C -0.541 0.634 0.006
C 0.022 0.713 0.098
O 0.188 -0.894 -1.963
C -0.089 0.485 0.785
N 0.518 0.482 0.941
H 0.095 -0.235 -0.252
H -0.460 -0.081 0.240
H 0.129 0.046 -0.023
H -0.043 -0.311 0.279
H -0.059 -0.547 0.017
H -0.509 -0.219 0.198
H -0.287 -0.116 -0.407
H -0.061 -0.281 0.267
H 0.263 0.209 0.485
H -0.018 0.486 0.494
H 0.476 -0.267 0.060
C -0.343 0.298 -0.360
C 1.080 -0.313 0.646
C 0.883 -0.817 -0.925
O -0.394 0.321 0.259
C -1.167 0.311 0.590
N -0.143 1.005 0.330
H -0.116 -0.008 -0.215
H 0.169 -0.255 0.192
H 0.079 -0.058 -0.001
H -0.302 -0.654 -0.292
H 0.399 0.640 0.262
H -0.405 -0.448 0.052
H 0.240 -0.157 -0.491
H 0.046 0.162 -0.288
H -0.118 0.147 0.463
H 0.021 0.065 0.054
H 0.088 -0.161 -0.121
C -0.932 -0.350 0.298
C 1.665 0.344 0.961
C -0.229 -0.217 0.734
O -0.565 -0.245 0.287
C 0.650 0.297 -1.233
N -0.655 -0.805 -0.872
H -0.187 0.253 -0.475
H -0.148 0.026 0.040
H 0.575 0.182 0.129
H 0.394 0.120 0.432
H 0.486 -0.096 -0.321
H -0.398 0.158 0.607
H -0.554 -0.322 -0.237
H -0.081 -0.165 -0.195
H 0.010 0.718 -0.205
H 0.037 -0.602 0.258
H -0.165 0.647 -0.121
C -0.192 -0.042 1.588
C -0.565 0.319 -0.745
C 1.939 -0.178 0.307
O 0.300 -0.241 -0.410
C -1.000 0.738 -0.599
N 1.071 -0.228 1.011
H -0.018 -0.185 0.062
H 0.036 0.287 -0.031
H -0.444 -0.353 -0.102
H 0.112 -0.869 0.492
H -0.467 -0.045 -0.712
H -0.220 0.507 -0.191
H -0.221 -0.180 0.029
H 0.104 -0.098 0.632
H 0.244 0.350 -0.565
H -0.426 -0.251 0.273
H -0.103 0.207 -0.314
C 0.668 0.587 1.551
C -0.592 0.459 0.148
C 0.257 -2.353 -1.019
O -0.938 0.291 -0.233
C 0.898 1.087 0.367
N -0.230 -0.184 -0.429
H 0.120 0.117 0.139
H -0.024 -0.055 0.155
H -0.155 -0.123 -0.193
H 0.298 -0.235 -0.293
H 0.236 0.231 0.213
H -0.216 0.364 -0.354
H 0.043 0.262 0.330
H -0.458 -0.544 -0.062
H 0.091 -0.361 -0.248
H 0.220 0.580 0.011
H -0.136 -0.318 -0.210
C -1.805 1.577 0.109
C 0.422 -2.572 -1.653
C -0.148 1.740 0.701
O 0.085 0.099 1.275
C 0.071 0.669 -0.467
N 1.625 -0.329 0.693
H -0.147 -0.106 -0.091
H 0.056 -0.209 0.193
H -0.289 0.546 -0.211
H 0.164 -0.262 0.093
H -0.630 -0.396 -0.294
H 0.384 -0.025 0.362
H 0.307 -0.108 -0.005
H -0.251 -0.610 -0.297
H -0.179 0.182 0.135
H 0.234 0.109 -0.557
H 0.050 -0.261 -0.116
C -0.986 1.060 -0.074
C -0.475 -1.833 0.096
C 0.790 -1.815 -1.375
O -0.843 0.518 1.185
C -0.054 0.901 -0.160
N 1.146 0.513 -0.758
H -0.094 -0.070 0.905
H -0.112 0.270 0.254
H 0.617 0.204 -0.419
H -0.016 0.474 -0.068
H -0.398 0.414 -0.187
H 0.128 -0.052 0.519
H -0.089 0.237 -0.196
H 0.210 -0.510 0.248
H -0.082 -0.490 -0.124
H -0.138 -0.098 -0.387
H -0.118 0.249 0.156

* HOMO energy: -0.299 hartree
* HOMO-LUMO gap: 8.484 eV
* relative energy (zero: lowest compared OMol25 entry of this formula, charge and spin): 4.860 eV
* molar mass: 1645.4 g mol⁻¹